DFT (ωB97M-V/def2-TZVPD) results for a molecular structure, C8H18O2Si in a non-equilibrium geometry.

Calculated values
HOMO-LUMO gap = 10.6 eV

```
29
Properties=species:S:1:pos:R:3:forces:R:3:nbo_charge:R:1
O 0.864 1.054 -0.048 -0.47 -0.13 0.33 -0.90
O -0.727 -0.691 -0.992 0.99 0.29 0.19 -0.90
C 0.015 1.221 2.205 -0.41 -0.25 -1.02 -0.63
C 1.292 -0.799 1.435 -0.63 0.06 -0.17 -0.65
C -1.471 -1.632 1.134 -0.09 0.47 -0.38 -0.63
C -2.262 0.624 0.269 -0.58 -0.28 0.76 -0.64
C 0.251 0.288 1.004 -0.10 -0.60 0.79 0.25
C -1.079 -0.344 0.374 0.31 -0.29 0.41 0.25
C 0.281 1.368 -2.858 -1.10 -1.26 -0.84 -1.18
C 2.152 -0.780 -1.962 -0.80 0.28 0.18 -1.16
Si 0.616 0.224 -1.460 0.34 -0.29 0.09 2.12
H -0.464 0.756 3.058 0.13 -0.43 0.12 0.21
H 0.979 1.615 2.467 0.39 0.27 0.38 0.22
H -0.632 2.037 1.916 -0.07 0.36 -0.17 0.22
H 2.235 -0.301 1.639 0.06 0.08 0.07 0.22
H 1.465 -1.541 0.663 0.04 0.02 -0.43 0.21
H 0.999 -1.401 2.297 -0.14 0.41 0.18 0.21
H -0.707 -2.369 1.048 0.85 -0.46 -0.12 0.22
H -1.657 -1.506 2.199 -0.05 0.42 0.01 0.21
H -2.331 -2.115 0.698 -0.58 0.18 -0.25 0.22
H -2.854 0.641 1.218 0.52 0.13 -0.64 0.21
H -2.942 0.275 -0.524 0.30 -0.01 0.27 0.23
H -1.958 1.638 0.019 0.12 0.06 0.00 0.22
H -0.694 1.863 -2.815 0.19 -0.09 0.02 0.25
H 0.285 0.674 -3.748 -0.06 0.83 0.52 0.24
H 1.050 2.094 -2.992 0.66 0.53 -0.10 0.25
H 2.525 -0.312 -2.878 0.09 -0.31 0.04 0.24
H 2.948 -0.777 -1.210 -0.24 -0.03 -0.10 0.25
H 1.819 -1.806 -2.155 0.32 0.04 -0.13 0.24
```
Forces are in eV/Å.